Formula: C25H72O11
Source: the Open Molecules 2025 dataset
Level of theory: the ωB97M-V functional and the def2-TZVPD basis

Properties
Kohn-Sham gap	0.3623	Eh
SMILES string	CC(C)O.CC(C)O.CC(C)O.CC(C)O.CC(C)O.CC(C)O.CC(C)O.CO.CO.CO.CO
energy above the lowest of the compared OMol25 structures with the same formula, charge and spin	2.3	kcal per mole

Positions of all 108 atoms, in Å:
C1 -12.398 20.041 -5.002
C2 -13.589 20.986 -5.169
C3 -13.210 22.292 -5.859
O1 -14.632 20.316 -5.876
H1 -12.569 19.302 -4.219
H2 -11.456 20.557 -4.805
H3 -12.217 19.488 -5.933
H4 -13.975 21.199 -4.169
H5 -12.323 22.746 -5.422
H6 -14.022 23.022 -5.777
H7 -13.055 22.147 -6.934
H8 -14.387 20.247 -6.804
C4 -13.050 22.020 2.385
C5 -13.211 20.587 1.921
C6 -13.771 19.687 3.009
O2 -14.085 20.592 0.788
H9 -12.494 22.058 3.322
H10 -14.012 22.518 2.494
H11 -12.451 22.574 1.655
H12 -12.218 20.236 1.608
H13 -14.822 19.924 3.181
H14 -13.196 19.779 3.935
H15 -13.714 18.631 2.740
H16 -14.165 19.671 0.489
C7 -14.224 15.677 -1.100
C8 -13.263 16.635 -0.422
C9 -12.436 17.440 -1.401
O3 -13.973 17.595 0.365
H17 -14.755 14.992 -0.438
H18 -13.736 15.081 -1.883
H19 -15.000 16.197 -1.675
H20 -12.611 16.074 0.261
H21 -11.912 16.806 -2.117
H22 -11.722 18.067 -0.868
H23 -13.105 18.087 -1.975
H24 -14.560 17.144 0.993
C10 -15.120 16.923 -4.594
C11 -14.270 16.496 -5.795
C12 -12.827 16.271 -5.418
O4 -14.825 15.313 -6.379
H25 -14.642 17.733 -4.041
H26 -15.241 16.072 -3.920
H27 -16.096 17.272 -4.927
H28 -14.343 17.284 -6.545
H29 -12.237 15.871 -6.242
H30 -12.736 15.553 -4.592
H31 -12.395 17.204 -5.053
H32 -14.762 14.621 -5.711
C13 -18.574 11.570 0.177
C14 -17.167 11.634 -0.390
C15 -16.822 12.989 -0.953
O5 -16.191 11.389 0.652
H33 -18.800 10.571 0.554
H34 -19.298 11.954 -0.535
H35 -18.607 12.219 1.062
H36 -17.036 10.873 -1.168
H37 -15.784 13.015 -1.289
H38 -16.960 13.789 -0.222
H39 -17.420 13.229 -1.836
H40 -16.497 10.696 1.246
C16 -12.594 11.419 1.762
C17 -12.931 12.580 0.831
C18 -11.685 13.259 0.323
O6 -13.643 12.103 -0.315
H41 -13.485 10.866 2.066
H42 -12.127 11.778 2.684
H43 -11.914 10.731 1.258
H44 -13.565 13.289 1.382
H45 -10.972 12.541 -0.084
H46 -11.165 13.808 1.113
H47 -11.924 14.008 -0.438
H48 -14.481 11.723 0.005
C19 -10.666 20.804 -0.827
C20 -10.315 22.240 -1.142
C21 -8.899 22.375 -1.655
O7 -11.179 22.756 -2.159
H49 -10.051 20.393 -0.027
H50 -10.577 20.196 -1.731
H51 -11.719 20.744 -0.527
H52 -10.416 22.820 -0.213
H53 -8.785 21.817 -2.588
H54 -8.175 21.966 -0.948
H55 -8.643 23.419 -1.835
H56 -12.091 22.700 -1.855
C22 -15.864 19.559 -1.939
O8 -16.992 20.055 -2.662
H57 -16.125 19.545 -0.882
H58 -15.597 18.540 -2.227
H59 -14.997 20.218 -2.052
H60 -16.767 20.041 -3.598
C23 -9.839 14.622 -4.593
O9 -8.766 13.794 -4.125
H61 -9.502 15.332 -5.355
H62 -10.540 13.962 -5.101
H63 -10.322 15.172 -3.784
H64 -7.942 14.277 -4.216
C24 -17.056 17.273 1.499
O10 -15.922 16.727 2.192
H65 -16.975 18.359 1.490
H66 -17.059 16.940 0.456
H67 -17.995 16.976 1.961
H68 -16.213 16.063 2.819
C25 -11.531 11.916 -3.032
O11 -12.838 12.475 -2.978
H69 -11.480 10.961 -2.499
H70 -11.261 11.748 -4.072
H71 -10.834 12.641 -2.600
H72 -13.024 12.647 -2.043

---

Formula: C12H18AsCa2F9NO11
Source: the Open Molecules 2025 dataset
Level of theory: the ωB97M-V functional and the def2-TZVPD basis

Properties
Kohn-Sham gap	0.1521	Eh
charge	+1

Positions of all 54 atoms, in Å:
Ca1 -2.294 17.855 14.649
Ca2 -2.800 23.156 13.246
As1 -6.978 20.106 13.913
F1 -7.926 21.484 13.269
F2 -5.725 21.445 14.110
F3 -5.625 18.978 14.599
F4 -8.276 18.912 13.931
F5 -6.386 19.784 12.287
F6 -7.360 20.595 15.625
C1 -1.282 20.564 10.397
O1 -1.126 21.945 10.323
O2 -1.991 20.518 11.639
C2 -2.064 20.035 9.056
F7 -2.771 18.881 9.273
F8 -2.964 20.957 8.672
F9 -1.254 19.643 8.060
C3 -0.115 22.357 9.422
C4 -0.398 23.667 8.569
H1 -1.004 23.288 7.746
H2 -0.840 24.387 9.258
H3 0.483 24.213 8.233
H4 0.405 21.629 8.799
H5 0.657 22.687 10.118
H6 -0.360 20.017 10.592
N1 -2.233 21.879 17.229
O3 -2.435 22.925 16.612
O4 -2.298 20.894 16.478
O5 -2.006 21.943 18.428
C5 -6.968 20.170 20.500
C6 -6.269 19.892 21.901
C7 -4.855 19.457 21.767
O6 -4.195 20.462 22.597
C8 -5.000 21.326 23.023
O7 -4.762 22.180 23.806
O8 -6.240 21.092 22.659
H7 -7.204 19.223 20.014
H8 -6.320 20.725 19.822
H9 -7.961 20.543 20.749
H10 -6.833 19.223 22.550
H11 -4.457 19.596 20.762
H12 -4.755 18.457 22.189
C9 -0.165 24.502 22.474
C10 0.678 24.452 23.762
C11 0.287 23.491 24.902
O9 1.365 22.667 25.187
C12 2.264 22.812 24.179
O10 3.322 22.224 24.120
O11 2.017 23.962 23.468
H13 0.268 25.288 21.856
H14 -1.116 25.001 22.659
H15 -0.425 23.500 22.132
H16 0.893 25.425 24.203
H17 -0.583 22.862 24.713
H18 0.083 24.174 25.726

---

Formula: C39H71N13O6P2S
Source: the Open Molecules 2025 dataset
Level of theory: the ωB97M-V functional and the def2-TZVPD basis

Properties
Kohn-Sham gap	0.2615	Eh
SMILES string	COCCCCCCC[C@H]1OS(=O)(=O)[C@H](P(=N)(O)O)[C@H](CCCN)[C@@H]1P(C)C.CC#N.CC#N.CC#N.CC#N.CC#N.CC#N.CC#N.CC#N.CC#N.CC#N.CC#N

Positions of all 132 atoms, in Å:
C1 5.738 2.922 2.039
O1 5.243 1.598 1.932
C2 3.821 1.602 1.901
C3 3.268 0.174 2.015
C4 3.322 -0.624 0.679
C5 1.970 -1.282 0.266
C6 1.259 -2.055 1.419
C7 -0.311 -1.891 1.445
C8 -0.833 -1.149 2.705
C9 -0.792 0.414 2.576
O2 -0.007 0.692 1.383
S1 -0.242 2.150 0.733
O3 0.088 3.271 1.597
O4 0.583 2.186 -0.481
C10 -1.969 2.101 0.170
P1 -2.693 3.789 -0.090
N1 -2.986 4.611 1.202
O5 -4.045 3.584 -1.034
O6 -1.621 4.604 -1.043
C11 -2.808 1.156 1.121
C12 -4.321 1.447 1.108
C13 -5.153 0.430 1.912
C14 -5.260 -0.972 1.247
N2 -6.130 -0.924 0.052
C15 -2.222 1.005 2.570
P2 -2.301 2.552 3.643
C16 -4.061 3.028 4.026
C17 -1.617 1.995 5.315
H1 5.872 3.301 1.011
H2 6.705 2.944 2.556
H3 5.045 3.566 2.604
H4 3.485 2.141 2.812
H5 3.429 2.144 1.025
H6 2.265 0.162 2.450
H7 3.934 -0.347 2.726
H8 4.150 -1.350 0.696
H9 3.595 0.098 -0.106
H10 1.359 -0.510 -0.215
H11 2.208 -2.009 -0.517
H12 1.655 -1.824 2.416
H13 1.479 -3.122 1.255
H14 -0.705 -1.498 0.504
H15 -0.705 -2.921 1.512
H16 -0.212 -1.432 3.572
H17 -1.843 -1.528 2.911
H18 -0.183 0.752 3.427
H19 -1.944 1.601 -0.812
H20 -2.414 5.449 1.163
H21 -3.937 2.722 -1.467
H22 -2.017 4.797 -1.898
H23 -2.694 0.148 0.684
H24 -4.651 1.347 0.057
H25 -4.596 2.465 1.408
H26 -6.181 0.832 1.962
H27 -4.839 0.313 2.958
H28 -4.283 -1.430 1.056
H29 -5.781 -1.611 1.977
H30 -6.759 -0.127 0.116
H31 -5.525 -0.722 -0.737
H32 -2.862 0.251 3.056
H33 -4.768 2.182 4.065
H34 -4.403 3.734 3.258
H35 -4.068 3.540 4.996
H36 -0.775 2.616 5.625
H37 -1.374 0.924 5.250
H38 -2.424 2.074 6.061
C18 0.742 -1.106 -3.558
C19 0.235 -1.950 -2.454
N3 -0.159 -2.605 -1.596
H39 -0.077 -0.523 -3.979
H40 1.511 -0.432 -3.190
H41 1.168 -1.736 -4.336
C20 -2.088 -4.393 5.160
C21 -3.039 -3.820 4.195
N4 -3.775 -3.374 3.439
H42 -2.629 -4.799 6.012
H43 -1.517 -5.189 4.685
H44 -1.404 -3.619 5.504
C22 0.346 -1.337 -8.117
C23 1.299 -1.506 -7.010
N5 2.046 -1.639 -6.151
H45 -0.530 -1.959 -7.944
H46 0.040 -0.295 -8.192
H47 0.815 -1.638 -9.051
C24 -9.724 1.469 1.122
C25 -8.722 1.362 0.051
N6 -7.938 1.279 -0.781
H48 -9.597 0.648 1.826
H49 -9.600 2.414 1.647
H50 -10.724 1.423 0.695
C26 -2.924 -4.750 -1.035
C27 -3.272 -5.960 -1.798
N7 -3.543 -6.902 -2.392
H51 -1.972 -4.353 -1.384
H52 -3.697 -3.995 -1.169
H53 -2.844 -4.992 0.023
C28 6.973 5.890 -1.184
C29 7.924 5.691 -0.078
N8 8.660 5.533 0.785
H54 6.087 5.278 -1.021
H55 6.680 6.937 -1.233
H56 7.438 5.603 -2.125
C30 6.262 -0.504 -2.743
C31 4.859 -0.898 -2.542
N9 3.765 -1.199 -2.386
H57 6.576 0.155 -1.934
H58 6.895 -1.387 -2.751
H59 6.369 0.016 -3.692
C32 1.685 -5.632 -5.923
C33 0.788 -5.006 -6.905
N10 0.084 -4.519 -7.667
H60 1.105 -6.003 -5.081
H61 2.216 -6.461 -6.387
H62 2.405 -4.897 -5.567
C34 10.509 -2.286 -2.852
C35 9.604 -1.627 -3.807
N11 8.900 -1.113 -4.551
H63 9.934 -2.692 -2.021
H64 11.040 -3.095 -3.348
H65 11.229 -1.565 -2.470
C36 3.321 0.351 6.360
C37 2.322 -0.214 5.441
N12 1.552 -0.655 4.717
H66 3.945 1.066 5.827
H67 2.818 0.855 7.183
H68 3.947 -0.446 6.756
C38 -4.543 1.756 -5.202
C39 -3.573 1.656 -4.101
N13 -2.818 1.579 -3.243
H69 -5.407 1.130 -4.987
H70 -4.867 2.789 -5.312
H71 -4.081 1.424 -6.129

---

Formula: C32H36MnN5O4PS
Source: the Open Molecules 2025 dataset
Level of theory: the ωB97M-V functional and the def2-TZVPD basis

Properties
multiplicity	4
Kohn-Sham gap (alpha / beta)	0.2360 / 0.2360	Eh
charge	+4

Positions of all 80 atoms, in Å:
Mn1 -3.273 -0.777 0.515
C1 -1.467 -3.613 4.452
O1 -1.789 -2.278 3.989
C2 -2.591 -1.993 2.960
O2 -2.510 -0.865 2.406
N1 -3.389 -2.924 2.446
N2 -4.230 -2.517 1.416
H1 -0.842 -3.511 5.333
H2 -0.849 -4.090 3.643
H3 -2.308 -4.210 4.688
H4 -3.545 -3.821 2.903
H5 -5.209 -2.465 1.760
H6 -4.246 -3.215 0.635
O3 0.282 -1.845 -1.194
N3 1.590 -1.449 -1.483
C3 1.842 -1.173 -2.703
C4 3.143 -0.709 -3.069
C5 3.401 -0.329 -4.386
C6 4.677 0.155 -4.675
C7 5.737 0.059 -3.815
C8 5.508 -0.419 -2.479
C9 4.202 -0.727 -2.200
P1 3.699 -1.387 -0.559
C10 3.615 -0.046 0.590
C11 3.645 1.256 0.021
C12 3.784 2.399 0.814
C13 3.891 2.236 2.169
C14 3.699 0.977 2.804
C15 3.661 -0.144 2.025
C16 4.096 -2.977 -0.061
C17 4.122 -3.405 1.305
C18 4.788 -4.570 1.533
C19 5.376 -5.356 0.496
C20 5.253 -5.004 -0.841
C21 4.663 -3.802 -1.080
H7 -0.037 -2.484 -1.833
H8 1.037 -1.354 -3.406
H9 2.633 -0.305 -5.137
H10 4.855 0.421 -5.741
H11 6.714 0.377 -4.117
H12 6.357 -0.610 -1.811
H13 3.750 1.452 -1.027
H14 3.868 3.383 0.399
H15 4.236 3.030 2.835
H16 3.843 0.923 3.864
H17 3.838 -1.128 2.505
H18 3.655 -2.891 2.102
H19 4.945 -4.932 2.558
H20 5.787 -6.360 0.781
H21 5.632 -5.640 -1.655
H22 4.548 -3.405 -2.129
C22 -6.051 4.050 -1.261
C23 -6.330 2.596 -1.644
C24 -5.380 1.934 -2.645
N4 -4.017 1.875 -2.050
C25 -3.478 0.827 -1.544
S1 -4.112 -0.801 -1.718
N5 -2.349 0.736 -0.708
C26 -1.698 2.024 -0.390
O4 -0.720 2.347 -1.010
C27 -2.298 2.824 0.707
C28 -2.977 2.290 1.789
C29 -3.489 3.137 2.769
C30 -3.344 4.498 2.687
C31 -2.766 5.070 1.532
C32 -2.178 4.262 0.526
H23 -6.625 4.331 -0.366
H24 -6.188 4.750 -2.076
H25 -4.976 4.274 -0.993
H26 -7.253 2.556 -2.255
H27 -6.621 1.941 -0.829
H28 -5.268 2.636 -3.517
H29 -5.604 0.951 -2.971
H30 -3.777 2.752 -1.586
H31 -1.617 0.298 -1.246
H32 -2.998 1.257 2.088
H33 -3.826 2.694 3.696
H34 -3.742 5.134 3.453
H35 -2.786 6.172 1.322
H36 -1.616 4.646 -0.306